(1)
C2H7NO2 | the ωB97M-V functional and the def2-TZVPD basis

Last column: natural (NBO) charge in e.
Atoms and positions in Å:
H: -1.00 -1.89 2.35  0.108
H: 0.12 -0.90 -0.31  0.486
H: 1.24 0.36 -2.06  0.144
H: -0.10 -0.86 3.56  0.112
O: 0.51 -0.78 1.62  -0.514
H: 0.78 2.00 -0.59  0.370
H: -0.86 1.61 -0.42  0.370
C: 0.18 0.39 -1.79  0.099
H: -0.42 0.50 -2.69  0.151
O: -0.25 -0.82 -1.21  -0.748
N: -0.03 1.56 -0.98  -0.885
C: -0.18 -1.17 2.52  0.304

As for the SMILES: C=O.NCO. As for the net charge: 0. Its calculated total energy is -7771.380 eV. The HOMO-LUMO gap comes out at 9.270 eV. The value obtained for the HOMO energy is -8.9 eV. For the relative energy (zero: lowest compared OMol25 entry of this formula, charge and spin), the calculation gives 207.0 kJ/mol.

(2)
C8H16Br8 | the ωB97M-V functional and the def2-TZVPD basis

Last column: natural (NBO) charge in e.
Atoms and positions in Å:
Br: -20.11 -2.80 25.45  0.000
H: -14.44 -5.02 14.80  0.229
H: -17.25 -11.62 21.70  0.232
C: -13.82 -4.17 15.05  -0.465
H: -12.80 -4.42 14.75  0.224
H: -16.69 -6.51 18.75  0.235
Br: -19.70 -10.36 20.48  -0.026
H: -21.93 -4.94 24.48  0.228
H: -21.76 -3.84 23.06  0.227
H: -18.66 -8.94 22.23  0.229
H: -14.88 -3.56 16.80  0.232
H: -17.05 -7.70 20.89  0.220
C: -19.95 -4.19 24.12  -0.459
Br: -21.13 -6.20 22.51  -0.013
C: -18.63 -10.01 22.08  -0.429
C: -17.23 -10.54 21.82  -0.475
H: -16.85 -10.17 20.88  0.222
C: -13.89 -3.89 16.52  -0.439
Br: -14.31 -2.59 14.07  0.013
H: -19.37 -5.00 24.56  0.229
H: -13.15 -3.17 16.84  0.229
Br: -16.06 -10.01 23.25  0.020
C: -17.35 -6.66 20.75  -0.442
H: -18.42 -6.62 20.55  0.234
H: -19.13 -10.53 22.89  0.231
H: -15.46 -6.05 19.95  0.234
Br: -13.68 -5.56 17.49  -0.023
Br: -16.96 -4.15 19.39  -0.001
C: -21.31 -4.64 23.64  -0.445
H: -19.32 -3.82 23.31  0.234
C: -16.51 -6.01 19.69  -0.462
Br: -17.13 -5.82 22.50  -0.023

As for the SMILES: BrCCBr.BrCCBr.BrCCBr.BrCCBr. As for the net charge: 0. Its calculated total energy is -568896.033 eV. The HOMO-LUMO gap comes out at 10.403 eV. The value obtained for the HOMO energy is -10.1 eV. For the relative energy (zero: lowest compared OMol25 entry of this formula, charge and spin), the calculation gives 14.8 kJ/mol.

(3)
CH3O2S2 | the ωB97M-V functional and the def2-TZVPD basis

Last column: natural (NBO) charge in e.
Atoms and positions in Å:
H: -0.19 0.89 -0.61  0.226
O: -2.14 -1.13 1.41  -0.992
O: -2.17 -1.47 -1.10  -1.006
C: -0.19 0.02 -0.02  -0.854
H: -0.24 0.35 1.05  0.241
S: -1.97 -0.47 0.08  1.841
H: 0.37 -0.79 -0.48  0.231
S: -2.89 1.26 -0.15  -0.685

As for the SMILES: CS(=O)(=O)[S-]. As for the net charge: -1. Its calculated total energy is -26852.014 eV. The HOMO-LUMO gap comes out at 7.878 eV. The value obtained for the HOMO energy is -4.1 eV. For the relative energy (zero: lowest compared OMol25 entry of this formula, charge and spin), the calculation gives 85.1 kJ/mol.

(4)
C16H20N2O5 | the ωB97M-V functional and the def2-TZVPD basis

Last column: natural (NBO) charge in e.
Atoms and positions in Å:
N: -1.57 2.04 -0.40  -0.497
O: -0.15 3.39 0.78  -0.579
H: 0.32 0.14 -2.18  0.260
H: -4.45 0.68 0.85  0.200
H: 2.42 -2.95 -2.05  0.227
C: -0.43 2.42 0.16  0.723
H: 1.27 1.28 1.78  0.250
O: -2.12 -2.54 -0.07  -0.658
C: -2.78 2.76 -0.33  -0.357
H: 2.65 -1.94 -0.18  0.254
O: -1.92 -0.80 0.96  -0.446
H: 0.21 -0.72 1.76  0.380
H: 3.75 -0.47 2.24  0.196
H: -0.14 -2.32 -1.75  0.209
H: 5.42 0.65 -1.32  0.189
H: -3.00 2.86 0.49  0.164
H: -4.37 -0.60 -0.03  0.200
C: -1.51 -1.54 0.23  0.839
C: 4.76 0.52 -0.66  -0.063
C: 2.78 0.52 0.43  0.431
C: 5.07 0.01 0.68  -0.252
C: -3.09 -0.96 1.62  -0.084
C: 1.35 0.82 0.78  -0.111
H: -3.17 -1.95 1.63  0.209
C: 2.02 -2.14 -1.34  -0.648
H: -5.23 -0.80 1.29  0.214
C: -1.49 0.97 -1.51  0.762
C: -4.31 -0.36 0.86  -0.593
C: 3.84 -0.33 1.23  -0.378
O: 3.39 0.81 -0.49  -0.364
H: 1.48 1.84 -1.05  0.251
H: 5.96 -0.49 1.05  0.227
H: -3.48 2.44 -1.06  0.218
H: -3.20 -0.57 2.61  0.197
C: -0.05 -1.02 -0.36  -0.017
C: -0.08 0.04 -1.15  -0.312
O: -2.34 0.36 -1.87  -0.490
H: 0.48 -3.07 -0.28  0.211
N: 0.69 -0.64 0.85  -0.632
H: -2.47 3.76 -0.76  0.189
H: 2.25 -1.01 -1.95  0.180
C: 0.67 1.30 -0.52  -0.322
C: 0.57 -2.38 -0.99  -0.375

As for the SMILES: CCOC(=O)[C@]1(CC)N[C@@H](c2ccco2)[C@@H]2C(=O)N(C)C(=O)[C@@H]21. As for the net charge: 0. Its calculated total energy is -30119.296 eV. The HOMO-LUMO gap comes out at 7.520 eV. The value obtained for the HOMO energy is -7.6 eV. For the relative energy (zero: lowest compared OMol25 entry of this formula, charge and spin), the calculation gives 1594.4 kJ/mol.

(5)
C4H4OS | the ωB97M-V functional and the def2-TZVPD basis

Last column: natural (NBO) charge in e.
Atoms and positions in Å:
H: -0.51 2.49 0.02  0.200
O: 0.49 0.84 0.07  -0.339
C: 0.88 -0.31 0.00  0.601
H: 1.56 -2.23 -0.85  0.280
C: -1.87 0.73 -0.11  -0.384
C: 1.53 -1.40 -0.01  -0.599
C: -0.70 1.47 0.13  -0.073
H: -2.80 1.08 -0.47  0.232
S: -2.02 -0.92 0.04  -0.176
H: 2.27 -1.61 0.81  0.258

As for the net charge: 0. Its calculated total energy is -17090.168 eV. The HOMO-LUMO gap comes out at 7.188 eV. The value obtained for the HOMO energy is -7.7 eV. For the relative energy (zero: lowest compared OMol25 entry of this formula, charge and spin), the calculation gives 480.2 kJ/mol.

(6)
C3H8FNO5S2 | the ωB97M-V functional and the def2-TZVPD basis

Last column: natural (NBO) charge in e.
Atoms and positions in Å:
O: -1.46 -0.67 2.86  -0.937
H: -1.67 0.90 -1.49  0.227
H: 2.16 0.28 -2.16  0.428
O: -0.30 1.27 1.97  -0.892
S: 2.34 -0.64 -0.19  2.534
C: 0.16 -0.21 -1.68  -0.219
F: 2.33 0.46 0.94  -0.490
H: -1.04 -1.30 0.36  0.259
O: -2.72 1.26 1.94  -0.923
H: -0.41 1.42 -0.39  0.250
H: 0.39 0.75 2.41  0.519
C: -0.88 0.54 -0.83  -0.433
N: 1.55 0.15 -1.36  -0.882
S: -1.61 0.37 1.90  2.380
O: 3.69 -0.81 -0.55  -0.896
C: -1.53 -0.34 0.26  -0.695
H: -2.58 -0.50 0.02  0.256
H: 0.02 -1.29 -1.60  0.213
H: 0.02 0.06 -2.72  0.218
O: 1.53 -1.69 0.33  -0.916

As for the SMILES: O=S(=O)(O)CCCNS(=O)(=O)F. As for the net charge: 0. Its calculated total energy is -39355.793 eV. The HOMO-LUMO gap comes out at 11.760 eV. The value obtained for the HOMO energy is -11.5 eV.

(7)
H2N2O3S | the ωB97M-V functional and the def2-TZVPD basis

Last column: natural (NBO) charge in e.
Atoms and positions in Å:
O: 2.32 0.72 -0.71  -0.307
O: 1.16 0.65 1.13  -0.290
N: 1.54 0.33 0.09  0.732
H: -1.84 0.69 0.62  0.408
H: -1.97 -0.22 -0.95  0.403
N: -1.45 0.07 -0.07  -1.042
O: 0.81 -0.96 -0.45  -0.616
S: -0.57 -1.29 0.35  0.712

As for the net charge: 0. Its calculated total energy is -19985.428 eV. The HOMO-LUMO gap comes out at 9.611 eV. The value obtained for the HOMO energy is -9.2 eV. For the relative energy (zero: lowest compared OMol25 entry of this formula, charge and spin), the calculation gives 237.6 kJ/mol.

(8)
C14H16CsIO2 | the ωB97M-V functional and the def2-TZVPD basis

Last column: natural (NBO) charge in e.
Atoms and positions in Å:
C: 1.11 -2.34 -2.54  -0.257
C: -3.43 -1.05 -0.72  -0.264
C: -1.22 -1.95 -2.80  -0.101
O: -2.20 -1.74 -0.55  -0.560
H: 3.46 2.26 4.18  0.219
H: -1.20 -3.37 -1.19  0.197
H: -1.85 -1.12 -3.16  0.194
H: -1.28 3.65 -0.44  0.156
O: 0.06 -1.39 -2.52  -0.567
C: 2.83 4.33 4.04  -0.224
H: 2.01 6.27 3.68  0.204
C: 2.00 5.22 3.41  -0.177
H: -1.15 -2.68 -3.62  0.184
H: 3.50 4.67 4.82  0.210
C: 0.20 2.94 0.94  -0.481
C: 2.81 2.96 3.68  -0.288
C: 1.12 4.79 2.38  -0.099
C: -0.57 5.29 0.74  -0.214
C: 0.27 5.72 1.72  -0.223
Cs: -0.28 0.47 -0.37  0.935
H: -4.25 -1.75 -0.87  0.182
H: 2.04 -1.79 -2.38  0.204
C: -0.58 3.92 0.36  -0.318
H: 0.29 6.76 2.03  0.199
C: -1.87 -2.63 -1.61  -0.099
C: 1.96 2.56 2.69  -0.099
H: -3.61 -0.49 0.20  0.205
H: -2.77 -3.15 -1.96  0.181
H: 1.01 -3.08 -1.74  0.170
H: -1.22 6.00 0.24  0.197
C: 1.07 3.42 1.98  -0.046
I: 1.99 0.49 2.24  0.038
H: -3.40 -0.35 -1.56  0.166
H: 1.17 -2.85 -3.50  0.177

As for the net charge: 0. Its calculated total energy is -27518.303 eV. The HOMO-LUMO gap comes out at 6.073 eV. The value obtained for the HOMO energy is -6.3 eV. For the relative energy (zero: lowest compared OMol25 entry of this formula, charge and spin), the calculation gives 23.6 kJ/mol.

(9)
C5H40N2O13 | the ωB97M-V functional and the def2-TZVPD basis

Last column: natural (NBO) charge in e.
Atoms and positions in Å:
H: -1.24 1.58 -3.60  0.208
O: 0.02 -4.08 -2.99  -0.961
O: -2.00 -4.63 -1.43  -0.958
H: -1.30 -1.50 1.76  0.517
C: -1.19 2.11 -1.05  -0.034
H: -1.86 0.57 2.75  0.523
H: -1.35 3.61 -2.68  0.209
H: -0.04 -3.75 -3.94  0.488
H: -1.63 4.36 -0.98  0.229
H: 0.44 -0.08 3.22  0.476
O: 3.10 1.50 3.09  -0.979
H: 0.20 0.63 4.52  0.462
O: -1.91 -3.66 2.38  -0.971
O: -1.28 -1.70 -1.35  -1.012
H: -0.34 -3.32 -2.46  0.485
H: -2.01 -4.39 2.96  0.481
H: 1.72 -1.04 2.43  0.490
C: -1.06 3.54 -1.60  -0.674
C: -2.74 1.95 -1.42  -0.226
H: 0.43 2.01 -3.42  0.190
O: 1.55 -0.30 1.77  -0.992
H: -1.80 -3.68 -1.34  0.450
O: -0.36 -2.89 4.15  -0.960
C: 0.81 0.78 -1.09  -0.451
H: -2.69 1.84 -2.55  0.192
O: 4.83 1.30 -1.30  -0.988
H: 0.24 0.17 -3.55  0.205
O: 0.17 0.78 3.67  -0.948
C: -0.29 1.19 -3.14  -0.424
H: -0.01 3.95 -1.51  0.232
H: -3.32 -0.16 2.65  0.490
H: -3.33 0.00 -0.89  0.323
H: 0.63 -0.55 1.58  0.508
H: 1.53 1.70 -1.30  0.235
H: -2.16 -1.41 -1.23  0.477
O: 4.13 -0.26 0.80  -0.968
H: -3.17 2.97 -1.38  0.187
H: 4.44 0.15 1.55  0.482
H: -2.96 0.92 0.33  0.379
H: -1.10 -4.80 -1.82  0.487
H: 4.57 0.67 -0.61  0.516
H: 3.45 3.87 -0.84  0.452
H: 1.19 -0.05 -1.68  0.191
O: -2.49 -0.07 2.20  -0.997
N: -3.37 1.01 -0.55  -0.835
H: -0.84 -0.77 -1.53  0.529
H: -0.13 -3.21 3.21  0.491
H: 2.36 1.20 2.52  0.495
O: -0.49 -1.71 1.17  -1.024
H: 5.00 0.99 -2.12  0.476
H: -1.04 1.90 0.16  0.205
H: 0.59 0.61 0.03  0.216
H: -1.76 -4.02 1.50  0.497
O: 2.94 3.23 -1.14  -0.977
H: -0.83 -1.91 0.30  0.501
H: -1.23 -2.65 4.00  0.464
H: 3.62 2.51 -1.14  0.494
H: 3.14 -0.17 0.96  0.503
H: 2.69 2.12 3.67  0.471
N: -0.46 1.09 -1.71  -0.530

As for the net charge: 0. Its calculated total energy is -35428.478 eV. The HOMO-LUMO gap comes out at 8.614 eV. The value obtained for the HOMO energy is -8.6 eV. For the relative energy (zero: lowest compared OMol25 entry of this formula, charge and spin), the calculation gives 601.5 kJ/mol.